No. 1
C35H53MgN4OP2S | ωB97M-V/def2-TZVPD

Spin multiplicity = 1
Kohn-Sham gap = 5.38 eV
Total energy = -80015.82350 eV
Charge = +1

Positions of all 97 atoms, in Å:
C: 2.481 0.390 -1.352
C: 0.478 -0.122 -2.450
C: 3.230 0.292 -2.524
C: 1.166 -0.037 -3.700
C: 2.534 0.163 -3.731
H: 4.317 0.320 -2.462
H: 0.563 -0.157 -4.601
H: 3.070 0.203 -4.679
N: 1.141 0.368 -1.346
P: 2.118 1.433 1.183
P: -2.069 -1.308 -1.353
C: 3.158 0.452 0.011
H: 3.244 -0.574 0.403
H: 4.180 0.837 -0.071
C: -1.278 -0.099 2.429
O: -1.850 -0.794 3.151
C: -0.768 -0.820 -2.424
H: -1.158 -0.971 -3.446
C: -2.112 -3.155 -2.001
C: -3.754 -0.393 -1.788
C: 2.568 0.796 2.900
C: 2.681 3.182 0.765
C: -2.352 -3.967 -0.721
H: -3.308 -3.698 -0.253
H: -2.381 -5.037 -0.965
H: -1.557 -3.805 0.014
C: -3.198 -3.423 -3.046
H: -4.213 -3.198 -2.708
H: -3.001 -2.887 -3.984
H: -3.170 -4.498 -3.285
C: -0.788 -3.555 -2.673
H: -0.809 -4.638 -2.864
H: -0.651 -3.056 -3.640
H: 0.089 -3.347 -2.055
C: -4.857 -1.157 -1.041
H: -4.656 -1.168 0.038
H: -5.814 -0.645 -1.204
H: -4.973 -2.192 -1.375
C: -3.698 1.036 -1.231
H: -3.543 1.050 -0.145
H: -2.902 1.637 -1.691
H: -4.659 1.536 -1.434
C: -4.019 -0.293 -3.292
H: -4.148 -1.262 -3.784
H: -4.962 0.260 -3.424
H: -3.229 0.266 -3.811
C: 2.032 4.144 1.770
H: 2.315 5.168 1.484
H: 0.935 4.074 1.733
H: 2.379 3.974 2.797
C: 2.189 3.552 -0.648
H: 2.633 2.919 -1.427
H: 1.095 3.494 -0.718
H: 2.486 4.594 -0.843
C: 4.212 3.320 0.762
H: 4.446 4.374 0.552
H: 4.670 3.064 1.722
H: 4.679 2.717 -0.027
C: 2.591 -0.744 2.890
H: 3.458 -1.134 2.342
H: 2.674 -1.095 3.929
H: 1.680 -1.177 2.456
C: 1.478 1.278 3.880
H: 0.500 0.826 3.645
H: 1.769 0.962 4.893
H: 1.371 2.373 3.878
C: 3.934 1.333 3.332
H: 4.729 1.053 2.625
H: 3.929 2.422 3.476
H: 4.184 0.882 4.305
Mg: -0.164 0.553 0.401
N: 0.041 -1.456 0.303
C: 0.536 -2.459 -0.086
C: 1.341 -3.641 0.133
C: 1.330 -4.203 1.422
C: 2.149 -4.210 -0.878
C: 2.035 -5.376 1.682
H: 0.759 -3.715 2.216
C: 2.824 -5.408 -0.623
H: 2.242 -3.712 -1.849
C: 2.749 -5.992 0.649
H: 2.023 -5.807 2.687
H: 3.408 -5.878 -1.422
H: 3.261 -6.936 0.841
C: -3.345 5.039 0.173
N: -3.022 4.259 1.360
C: -3.649 4.356 2.591
C: -3.085 3.425 3.401
N: -2.130 2.773 2.648
C: -2.100 3.262 1.377
S: -1.164 2.816 0.033
H: -2.430 5.442 -0.273
H: -3.854 4.425 -0.582
H: -4.001 5.855 0.487
H: -4.434 5.079 2.767
H: -3.274 3.182 4.435
H: -1.552 1.993 2.959

Cartesian forces (eV/Å) of the 3 atoms listed first:
0.91 -0.04 -0.78
-1.31 -0.88 0.11
0.09 0.02 1.54

=====

No. 2
C34H23N4O4RuS | ωB97M-V/def2-TZVPD

Spin multiplicity = 2
Kohn-Sham gap (spin up / spin down) = 4.97 / 6.60 eV
Total energy = -63198.81314 eV
ΔE to the lowest compared entry with this formula, charge and spin = 3.61 kcal/mol
Charge = 0

Positions of all 67 atoms, in Å:
Ru: -0.002 -0.598 -0.360
O: 1.997 1.969 -3.057
C: 1.540 1.108 -2.155
O: 0.458 0.552 -2.269
C: 2.426 0.858 -1.009
C: 3.690 1.371 -0.778
C: 4.340 0.999 0.391
C: 3.717 0.143 1.294
C: 2.449 -0.325 1.001
N: 1.851 0.028 -0.135
C: 1.616 -1.239 1.901
O: 2.136 -1.676 2.912
O: 0.409 -1.442 1.491
H: 1.306 2.093 -3.726
H: 4.140 2.049 -1.490
H: 5.328 1.385 0.602
H: 4.177 -0.164 2.223
N: -3.043 -3.551 -0.202
C: -4.218 -3.068 0.402
C: -5.140 -3.948 0.946
C: -6.294 -3.468 1.549
C: -6.512 -2.102 1.636
C: -5.575 -1.222 1.111
C: -4.442 -1.701 0.473
S: -3.318 -0.560 -0.265
N: -1.911 -1.502 -0.407
C: -1.931 -2.783 -0.423
C: -0.637 -3.460 -0.668
C: -0.453 -4.830 -0.545
C: 0.795 -5.367 -0.804
C: 1.828 -4.523 -1.170
C: 1.576 -3.166 -1.232
N: 0.379 -2.639 -0.981
H: -2.950 -4.547 -0.272
H: -4.953 -5.015 0.895
H: -7.011 -4.165 1.959
H: -7.401 -1.716 2.114
H: -5.730 -0.152 1.184
H: -1.252 -5.485 -0.228
H: 0.961 -6.432 -0.708
H: 2.819 -4.899 -1.378
H: 2.363 -2.461 -1.472
C: -0.573 1.146 0.384
C: -0.857 2.266 0.804
C: -1.183 3.547 1.248
C: -0.400 4.670 0.733
C: 0.922 4.466 0.305
C: 1.673 5.499 -0.225
C: 1.128 6.772 -0.355
C: -0.181 6.990 0.050
C: -0.936 5.959 0.586
C: -2.286 3.709 2.192
C: -3.256 2.700 2.312
C: -4.292 2.810 3.221
C: -4.393 3.924 4.045
C: -3.431 4.921 3.957
C: -2.391 4.817 3.047
H: 1.346 3.475 0.408
H: 2.694 5.314 -0.536
H: 1.716 7.581 -0.770
H: -0.626 7.972 -0.062
H: -1.964 6.143 0.867
H: -3.165 1.822 1.686
H: -5.025 2.015 3.295
H: -5.204 4.008 4.758
H: -3.482 5.782 4.612
H: -1.632 5.587 3.018

Cartesian forces (eV/Å) of the 3 atoms listed first:
0.07 -0.23 0.00
0.09 -0.02 0.05
-0.34 0.09 -0.25

=====

No. 3
C3H12NO | ωB97M-V/def2-TZVPD

Spin multiplicity = 1
Kohn-Sham gap = 11.84 eV
Total energy = -6835.68965 eV
ΔE to the lowest compared entry with this formula, charge and spin = 39.78 kcal/mol
Charge = +1

Positions of all 17 atoms, in Å:
C: 2.165 0.679 -0.953
O: 1.803 0.740 0.481
H: 3.246 0.546 -0.968
H: 1.756 1.590 -1.380
H: 1.889 -0.216 -1.519
H: 2.550 1.218 0.822
C: -1.622 -1.007 -0.741
N: -0.633 -0.475 0.241
C: -1.296 0.197 1.399
H: -1.713 -2.088 -0.653
H: -1.294 -0.833 -1.770
H: -2.623 -0.601 -0.622
H: -0.027 -1.184 0.651
H: -0.084 0.239 -0.232
H: -1.662 -0.516 2.129
H: -0.545 0.683 2.047
H: -1.910 1.027 1.069

Cartesian forces (eV/Å) of the 3 atoms listed first:
0.55 0.01 1.00
-0.37 -0.98 -1.55
0.13 0.81 -0.41

=====

No. 4
C4H10O4 | ωB97M-V/def2-TZVPD

Spin multiplicity = 1
Kohn-Sham gap = 4.35 eV
Total energy = -12494.18882 eV
ΔE to the lowest compared entry with this formula, charge and spin = 147.98 kcal/mol
Charge = 0

Positions of all 18 atoms, in Å:
C: -1.645 -0.537 0.863
C: -0.377 -0.111 0.412
C: -0.436 0.691 -0.993
O: 0.634 1.542 -1.124
C: -2.614 0.447 1.435
O: -2.456 1.623 1.389
H: -1.299 1.323 -0.926
H: -1.953 -1.546 1.106
H: 0.372 -0.893 0.542
H: -0.021 0.659 1.145
H: -0.478 -0.073 -1.789
H: -3.541 0.087 1.914
H: 2.214 -1.038 -0.751
H: 2.443 -1.541 -2.252
O: 2.082 -1.830 -1.392
H: 1.447 1.109 -0.788
H: 3.172 0.026 0.906
O: 2.457 0.063 0.306

Cartesian forces (eV/Å) of the 3 atoms listed first:
0.60 0.78 1.15
-0.32 -1.29 1.71
1.24 0.60 -0.51

=====

No. 5
C29H47BaNOP2 | ωB97M-V/def2-TZVPD

Spin multiplicity = 1
Kohn-Sham gap = 6.17 eV
Total energy = -53644.15734 eV
Charge = 0

Positions of all 81 atoms, in Å:
Ba: 11.754 9.511 7.625
C: 14.185 10.744 9.613
C: 15.276 11.154 8.574
C: 16.060 12.397 9.000
P: 14.278 11.261 6.999
C: 15.250 10.710 5.447
C: 14.274 9.660 4.810
C: 15.675 11.750 4.361
C: 13.753 12.909 6.715
C: 14.741 13.853 6.379
C: 14.396 15.120 5.909
C: 15.399 16.144 5.408
C: 13.024 15.431 5.764
C: 12.049 14.540 6.182
C: 12.365 13.252 6.718
N: 11.463 12.414 7.339
C: 10.394 13.147 7.877
C: 10.554 14.423 8.489
C: 9.528 15.249 8.864
C: 8.233 14.818 8.548
C: 7.023 15.669 8.782
C: 8.036 13.515 8.098
C: 9.093 12.622 7.817
P: 8.704 10.944 7.170
C: 7.791 11.119 5.486
C: 8.737 10.376 4.466
C: 7.457 12.575 5.024
C: 7.586 10.351 8.537
C: 8.215 10.733 9.896
C: 6.038 10.648 8.553
H: 14.585 10.884 10.662
H: 13.913 9.689 9.496
H: 13.333 11.427 9.520
H: 15.966 10.266 8.463
H: 15.403 13.252 8.978
H: 16.963 12.584 8.376
H: 16.388 12.252 10.060
H: 16.151 10.212 5.825
H: 13.272 10.073 4.658
H: 14.211 8.715 5.424
H: 14.639 9.428 3.833
H: 14.823 12.086 3.793
H: 16.398 11.232 3.721
H: 16.217 12.577 4.796
H: 15.808 13.575 6.405
H: 16.407 15.694 5.375
H: 15.464 16.998 6.097
H: 15.142 16.532 4.427
H: 12.720 16.430 5.409
H: 11.013 14.843 6.241
H: 11.573 14.747 8.644
H: 9.625 16.208 9.374
H: 7.253 16.716 8.977
H: 6.414 15.221 9.604
H: 6.378 15.645 7.893
H: 7.019 13.223 7.913
H: 6.865 10.480 5.634
H: 9.516 11.090 4.088
H: 8.118 9.985 3.630
H: 9.293 9.531 4.884
H: 8.377 13.093 4.711
H: 7.013 13.168 5.822
H: 6.825 12.491 4.158
H: 7.725 9.267 8.466
H: 8.032 11.812 10.084
H: 9.291 10.530 9.967
H: 7.753 10.101 10.675
H: 5.944 11.614 9.067
H: 5.489 9.871 9.088
H: 5.593 10.763 7.544
C: 13.708 5.847 9.439
C: 12.435 6.478 9.898
C: 11.158 5.643 9.800
O: 12.160 7.590 8.946
H: 13.751 4.775 9.709
H: 14.608 6.313 9.848
H: 13.698 5.939 8.347
H: 12.556 6.916 10.929
H: 10.988 5.454 8.732
H: 10.283 6.227 10.104
H: 11.230 4.700 10.391

Cartesian forces (eV/Å) of the 3 atoms listed first:
-0.47 -0.17 0.27
1.21 0.66 0.91
0.42 -0.81 -0.18

=====

No. 6
C3H4NO | ωB97M-V/def2-TZVPD

Spin multiplicity = 1
Kohn-Sham gap = 8.96 eV
Total energy = -6698.58313 eV
ΔE to the lowest compared entry with this formula, charge and spin = 140.37 kcal/mol
Charge = +1

Positions of all 9 atoms, in Å:
C: -1.841 0.761 -1.347
C: -0.004 0.570 0.439
C: 0.632 -0.796 0.283
N: -0.837 0.240 -0.834
O: -0.001 -0.808 -1.095
H: 0.686 1.435 0.052
H: -0.415 0.805 1.352
H: 1.661 -0.662 0.207
H: 0.118 -1.544 0.944

Cartesian forces (eV/Å) of the 3 atoms listed first:
0.14 -0.06 0.11
2.81 2.14 -2.23
-3.15 0.76 -0.27

=====

No. 7
C2H7Br2N3O4PdS2 | ωB97M-V/def2-TZVPD

Spin multiplicity = 3
Kohn-Sham gap (spin up / spin down) = 8.89 / 7.69 eV
Total energy = -180080.54516 eV
Charge = 0

Positions of all 21 atoms, in Å:
Pd: 0.395 0.065 0.193
Br: 2.529 -1.420 0.487
C: 1.621 -2.518 1.805
Br: -0.221 -1.509 2.083
H: 2.203 -2.514 2.718
H: 1.481 -3.513 1.400
N: -0.430 -1.017 -2.055
N: -0.881 0.123 -2.753
C: -0.373 1.351 -2.482
N: -0.989 2.398 -3.057
S: 1.102 1.593 -1.715
H: -0.017 -1.680 -2.710
H: -1.213 -1.450 -1.553
H: -1.847 0.097 -3.071
H: -1.961 2.343 -3.315
H: -0.636 3.311 -2.814
O: -2.829 1.878 1.528
S: -1.779 0.936 1.314
O: -1.752 0.468 -0.115
O: -0.422 1.513 1.555
O: -1.989 -0.269 2.176

Cartesian forces (eV/Å) of the 3 atoms listed first:
0.25 0.40 -1.38
0.66 -0.32 0.05
-1.25 0.70 0.20

=====

No. 8
C8H7N2O2 | ωB97M-V/def2-TZVPD

Spin multiplicity = 1
Kohn-Sham gap = 8.99 eV
Total energy = -15472.69224 eV
ΔE to the lowest compared entry with this formula, charge and spin = 73.74 kcal/mol
Charge = +1

Positions of all 19 atoms, in Å:
C: 1.489 -0.214 -1.960
C: 0.646 -0.801 -1.098
C: 2.162 0.619 0.015
C: -1.484 -0.529 -0.267
C: -0.640 -1.496 -0.939
C: 0.240 0.038 1.251
C: -1.090 0.263 0.817
C: -1.941 1.277 1.637
N: 1.127 -0.417 0.173
N: 2.331 0.653 -1.256
O: -1.032 -2.548 -1.401
O: 0.677 0.192 2.339
H: 1.473 -0.335 -3.049
H: -2.482 -0.790 -0.394
H: -2.988 0.996 1.508
H: -1.595 2.223 1.199
H: -1.675 1.089 2.640
H: 1.704 -1.247 0.652
H: 3.077 1.024 -1.868

Cartesian forces (eV/Å) of the 3 atoms listed first:
-2.15 -1.46 -1.17
1.54 -0.77 -1.22
2.00 1.21 1.74

=====

No. 9
C21H38AlBrFN3NaO18PS2 | ωB97M-V/def2-TZVPD

Spin multiplicity = 1
Kohn-Sham gap = 1.07 eV
Total energy = -178437.84087 eV
Charge = -2

Positions of all 87 atoms, in Å:
C: 3.227 0.129 -0.203
C: 1.851 -0.152 0.308
O: 1.045 0.724 0.429
O: 1.524 -1.434 0.644
C: 0.655 -2.031 -0.300
C: -0.809 -2.159 0.173
C: -1.641 -1.068 -0.418
C: -1.845 -1.133 -1.809
C: -2.548 -0.150 -2.420
C: -3.057 0.890 -1.625
C: -3.835 2.018 -2.268
N: -5.182 2.053 -1.676
N: -2.892 0.936 -0.332
N: -2.171 -0.038 0.227
P: -1.948 0.101 2.038
S: -3.445 -0.907 2.772
H: 3.585 1.018 0.307
H: 3.158 0.374 -1.263
H: 3.947 -0.662 -0.024
H: 1.036 -3.014 -0.564
H: 0.650 -1.415 -1.205
H: -1.164 -3.084 -0.284
H: -0.902 -2.296 1.255
H: -1.417 -1.953 -2.377
H: -2.679 -0.174 -3.498
H: -3.874 1.847 -3.342
H: -3.299 2.935 -2.011
H: -5.804 2.523 -2.320
H: -5.146 2.604 -0.829
H: -2.184 1.456 2.342
H: -0.634 -0.374 2.492
Br: -0.974 -1.717 3.961
Al: -2.648 0.561 -5.447
O: -0.766 -2.692 -3.992
C: 0.427 -2.825 -4.145
O: 1.218 -1.782 -3.890
C: 2.654 -1.863 -3.821
C: 3.290 -1.706 -5.184
C: 1.020 -4.100 -4.687
H: 2.965 -2.779 -3.319
H: 2.957 -1.040 -3.177
H: 2.998 -2.511 -5.860
H: 4.376 -1.705 -5.097
H: 2.973 -0.769 -5.643
H: 1.011 -4.058 -5.776
H: 0.397 -4.929 -4.360
H: 2.029 -4.300 -4.337
C: 0.530 4.022 2.079
C: 0.958 5.461 2.263
O: -0.005 6.208 2.982
C: -0.030 5.981 4.287
O: 0.677 5.223 4.907
O: -1.000 6.731 4.822
C: -1.196 6.507 6.213
H: -0.449 4.026 1.596
H: 1.234 3.466 1.459
H: 0.425 3.502 3.030
H: 1.064 5.908 1.264
H: 1.928 5.542 2.767
H: -0.268 6.632 6.768
H: -1.602 5.510 6.383
H: -1.917 7.247 6.550
C: -5.422 -2.025 -0.441
O: -5.650 -3.406 -0.145
C: -5.471 -4.222 -1.173
O: -5.141 -3.903 -2.290
O: -5.716 -5.470 -0.765
C: -5.555 -6.459 -1.779
H: -5.591 -1.463 0.472
H: -4.392 -1.869 -0.759
H: -6.114 -1.679 -1.208
H: -4.530 -6.473 -2.145
H: -6.248 -6.285 -2.601
H: -5.782 -7.417 -1.319
C: 5.979 -1.245 2.029
O: 6.296 -1.486 3.196
O: 5.966 -2.134 1.126
O: 5.634 -0.109 1.596
F: -1.041 7.420 1.220
Na: 1.619 7.552 1.021
O: 4.612 8.700 1.631
H: 5.145 9.080 2.335
O: 7.353 -4.334 4.169
S: 8.590 -3.685 4.644
O: 8.324 -3.055 5.944
O: 8.985 -2.672 3.641
O: 9.667 -4.676 4.782

Cartesian forces (eV/Å) of the 3 atoms listed first:
0.23 -0.23 0.30
0.27 0.55 0.26
-0.83 0.30 -0.17